Record 1
Entry from OMol25: C41H50Br3F3N3NaO2S as an isolated structure at a distorted geometry (wB97M-V/def2-TZVPD).

Geometry as ORCA input:
```
! wB97M-V def2-TZVPD RIJCOSX def2/J DEFGRID3
* xyz -2 1
Na -0.416 -1.107 0.082
Br -5.035 -2.236 0.663
C -3.227 -2.907 0.695
Br -3.112 -4.584 1.634
H -2.562 -2.149 1.233
H -2.927 -3.085 -0.333
C -2.780 2.574 -6.680
C -2.542 3.408 -5.420
C -1.316 4.304 -5.658
C -3.775 4.302 -5.209
C -2.306 2.542 -4.185
C -2.264 1.154 -4.230
C -2.009 0.446 -3.075
Br -1.976 -1.462 -3.139
C -1.760 1.008 -1.795
O -1.504 0.264 -0.796
C -1.837 2.448 -1.768
C -2.096 3.140 -2.937
C -1.614 3.180 -0.445
C -1.761 4.699 -0.573
C -2.626 2.688 0.604
C -0.193 2.892 0.059
H -2.985 3.234 -7.528
H -3.639 1.913 -6.550
H -1.908 1.966 -6.926
H -1.457 4.938 -6.541
H -0.424 3.693 -5.808
H -1.138 4.951 -4.799
H -3.950 4.937 -6.084
H -3.646 4.948 -4.340
H -4.661 3.686 -5.042
H -2.421 0.606 -5.149
H -2.140 4.222 -2.884
H -2.773 4.978 -0.878
H -1.048 5.115 -1.290
H -1.561 5.156 0.399
H -3.647 2.890 0.270
H -2.462 3.191 1.562
H -2.510 1.617 0.759
H 0.550 3.310 -0.628
H -0.042 1.818 0.133
H -0.048 3.328 1.053
C 1.303 -6.274 1.769
C 2.528 -5.655 2.443
N 2.328 -4.320 2.977
C 2.068 -4.183 4.397
C 0.626 -4.531 4.765
C 2.355 -3.248 2.120
S 2.295 -1.663 2.692
N 2.522 -3.574 0.834
C 1.724 -3.264 -0.172
O 0.574 -2.787 -0.085
C 2.234 -3.686 -1.527
C 1.597 -3.211 -2.669
C 1.998 -3.639 -3.925
C 3.031 -4.558 -4.050
C 3.679 -5.027 -2.914
C 3.286 -4.588 -1.659
H 1.546 -7.281 1.420
H 1.006 -5.669 0.913
H 0.454 -6.334 2.449
H 3.329 -5.594 1.704
H 2.859 -6.293 3.268
H 2.264 -3.148 4.658
H 2.769 -4.821 4.949
H -0.057 -3.884 4.213
H 0.463 -4.379 5.834
H 0.400 -5.572 4.529
H 0.782 -2.508 -2.558
H 1.498 -3.264 -4.810
H 3.327 -4.919 -5.029
H 4.486 -5.745 -3.010
H 3.774 -4.938 -0.759
F -2.416 2.744 8.757
C -1.931 3.392 7.658
F -2.788 4.432 7.464
F -0.757 3.941 8.043
C -1.813 2.507 6.474
C -0.575 2.212 5.910
C -0.494 1.359 4.828
C -1.648 0.774 4.277
C -2.891 1.093 4.857
C -2.972 1.947 5.936
C -1.562 -0.106 3.173
C -1.454 -0.851 2.200
H 0.319 2.660 6.323
H 0.464 1.120 4.384
H -3.785 0.655 4.434
H -3.933 2.194 6.372
C 3.278 1.855 0.366
C 3.617 1.019 -0.872
C 4.206 1.926 -1.963
C 4.582 -0.117 -0.505
C 2.401 0.412 -1.427
N 1.539 -0.065 -2.022
H 4.189 2.317 0.754
H 2.859 1.218 1.139
H 2.557 2.634 0.122
H 5.090 2.437 -1.577
H 3.472 2.675 -2.264
H 4.492 1.345 -2.842
H 5.518 0.303 -0.132
H 4.792 -0.752 -1.369
H 4.143 -0.734 0.281
*
```

The energy above the lowest of the compared OMol25 structures with the same formula, charge and spin is 0.488 eV. For the orbital gap, the calculation gives 5.8 eV.

***

Record 2
Entry from OMol25: C41H50OP2SSb2Ti as an isolated structure (wB97M-V/def2-TZVPD).

Geometry as ORCA input:
```
! wB97M-V def2-TZVPD RIJCOSX def2/J DEFGRID3
* xyz 3 2
Ti 0.459 0.767 0.323
C 3.756 1.343 -2.053
P 2.934 1.049 -0.454
C 3.923 -0.274 0.285
C 3.281 2.602 0.432
C 4.525 2.850 1.000
C 4.778 4.058 1.637
C 3.789 5.027 1.703
C 2.543 4.792 1.135
C 2.278 3.585 0.498
P 0.652 3.237 -0.248
C -0.518 4.423 0.448
C 0.799 3.731 -1.995
H 4.785 1.630 -1.818
H 3.288 2.161 -2.594
H 3.771 0.450 -2.675
H 4.989 -0.035 0.261
H 3.766 -1.177 -0.315
H 3.613 -0.477 1.311
H 5.314 2.111 0.947
H 5.749 4.245 2.071
H 3.987 5.970 2.190
H 1.791 5.564 1.196
H -0.227 5.444 0.194
H -0.584 4.324 1.534
H -1.505 4.222 0.021
H 1.404 4.638 -2.047
H -0.190 3.942 -2.405
H 1.263 2.953 -2.598
C 0.350 -1.866 1.284
C -1.057 -1.554 1.835
C -1.543 -0.106 1.613
Sb -2.692 1.036 -0.003
C -2.350 0.446 -2.018
C -3.109 -0.463 -2.748
C -2.800 -0.727 -4.077
C -1.750 -0.070 -4.703
C -1.018 0.880 -4.004
C -1.329 1.136 -2.678
C -4.537 0.072 0.299
C -4.761 -0.836 1.331
C -6.018 -1.404 1.489
C -7.050 -1.054 0.631
C -6.832 -0.139 -0.387
C -5.578 0.429 -0.557
Sb 0.004 -1.741 -0.878
C -1.266 -3.417 -0.731
C -0.647 -4.598 -0.318
C -1.410 -5.736 -0.099
C -2.786 -5.697 -0.266
C -3.405 -4.513 -0.633
C -2.648 -3.371 -0.860
C 1.441 -2.317 -2.294
C 1.646 -3.635 -2.711
C 2.453 -3.898 -3.808
C 3.045 -2.858 -4.512
C 2.813 -1.547 -4.130
C 2.006 -1.280 -3.034
H 0.657 -2.883 1.535
H 1.120 -1.211 1.713
H -1.064 -1.757 2.913
H -1.785 -2.249 1.406
H -0.742 0.581 1.932
H -2.306 0.157 2.355
H -3.965 -0.952 -2.305
H -3.396 -1.439 -4.632
H -1.528 -0.273 -5.740
H -0.231 1.432 -4.502
H -0.772 1.917 -2.152
H -3.975 -1.127 2.014
H -6.193 -2.112 2.285
H -8.029 -1.491 0.762
H -7.641 0.142 -1.046
H -5.432 1.150 -1.354
H 0.421 -4.652 -0.142
H -0.928 -6.654 0.207
H -3.374 -6.586 -0.095
H -4.480 -4.475 -0.741
H -3.150 -2.453 -1.123
H 1.186 -4.465 -2.206
H 2.612 -4.921 -4.117
H 3.668 -3.072 -5.368
H 3.243 -0.736 -4.702
H 1.769 -0.242 -2.790
O 1.298 1.048 2.074
S 1.881 1.891 3.266
C 2.775 0.673 4.245
C 1.750 0.011 5.156
C 0.893 1.162 5.672
C 0.497 1.991 4.447
H 3.508 1.261 4.803
H 3.310 0.029 3.548
H 2.245 -0.534 5.956
H 1.150 -0.704 4.589
H 1.471 1.778 6.362
H 0.001 0.830 6.200
H 0.302 3.043 4.646
H -0.351 1.562 3.910
*
```

The energy above the lowest of the compared OMol25 structures with the same formula, charge and spin is 1.957 eV. The expectation value of S² is 0.762. For the orbital gap (alpha / beta), the calculation gives 6.3 / 6.7 eV.

***

Record 3
Entry from OMol25: C41H52As3F3GeN2RhS as an isolated structure at a distorted geometry (wB97M-V/def2-TZVPD).

Geometry as ORCA input:
```
! wB97M-V def2-TZVPD RIJCOSX def2/J DEFGRID3
* xyz 2 2
Rh -0.075 0.822 0.379
C -3.880 1.062 0.805
As -2.411 -0.245 0.794
C -3.227 -1.618 -0.341
C -2.715 -1.157 2.534
C -2.157 -0.518 3.813
C -2.237 1.012 3.736
C -0.698 -0.920 4.021
As 0.604 -0.287 2.654
C 1.497 1.116 3.687
C 1.861 -1.776 2.858
C -3.009 -0.927 5.036
As -3.286 -2.800 5.735
C -1.658 -3.093 6.800
C -2.934 -4.107 4.296
H -3.500 2.076 0.932
H -4.564 0.836 1.623
H -4.434 1.000 -0.131
H -4.217 -1.863 0.049
H -2.615 -2.520 -0.363
H -3.325 -1.246 -1.362
H -2.301 -2.165 2.417
H -3.805 -1.262 2.612
H -1.677 1.375 2.861
H -1.806 1.455 4.631
H -3.270 1.348 3.661
H -0.617 -2.013 4.052
H -0.347 -0.530 4.983
H 1.821 0.726 4.654
H 0.812 1.951 3.841
H 2.364 1.488 3.142
H 2.133 -1.874 3.911
H 2.763 -1.627 2.264
H 1.390 -2.698 2.519
H -4.023 -0.544 4.881
H -2.625 -0.403 5.918
H -1.495 -2.262 7.482
H -0.784 -3.220 6.161
H -1.781 -3.996 7.395
H -3.658 -4.021 3.489
H -3.040 -5.097 4.738
H -1.921 -4.015 3.906
C 3.718 0.739 0.523
Ge 2.216 0.140 -0.692
C 2.603 -1.842 -0.879
C 3.868 -2.230 -1.293
C 4.190 -3.574 -1.356
C 3.240 -4.530 -1.035
C 1.973 -4.143 -0.628
C 1.654 -2.798 -0.561
C 2.904 0.783 -2.487
C 3.856 1.782 -2.480
C 4.322 2.363 -3.660
C 3.825 1.952 -4.872
C 2.856 0.932 -4.938
C 2.319 0.507 -6.170
C 1.406 -0.515 -6.229
C 1.005 -1.161 -5.054
C 1.512 -0.770 -3.839
C 2.415 0.305 -3.732
H 4.666 0.381 0.132
H 3.578 0.315 1.513
H 3.758 1.820 0.631
H 4.604 -1.486 -1.561
H 5.181 -3.871 -1.665
H 3.482 -5.577 -1.119
H 1.234 -4.890 -0.377
H 0.656 -2.483 -0.257
H 4.255 2.136 -1.542
H 5.081 3.131 -3.611
H 4.190 2.382 -5.794
H 2.642 1.009 -7.071
H 1.004 -0.832 -7.178
H 0.307 -1.982 -5.110
H 1.259 -1.324 -2.944
C -3.271 2.362 -2.749
N -1.933 2.703 -3.140
C -1.515 3.794 -3.849
C -0.166 3.709 -3.984
N 0.229 2.556 -3.365
C -0.859 1.935 -2.863
S -0.906 0.416 -2.130
H -3.883 3.257 -2.665
H -3.221 1.848 -1.785
H -3.722 1.690 -3.482
H -2.187 4.543 -4.214
H 0.529 4.370 -4.458
H 1.171 2.183 -3.295
F 1.698 10.064 -0.082
C 0.444 9.670 -0.351
F -0.353 10.306 0.520
F 0.142 10.133 -1.567
C 0.311 8.172 -0.243
C -0.157 7.408 -1.304
C -0.255 6.038 -1.167
C 0.113 5.419 0.034
C 0.586 6.202 1.100
C 0.679 7.570 0.958
C 0.001 4.027 0.196
C -0.096 2.822 0.423
H -0.446 7.885 -2.228
H -0.626 5.441 -1.986
H 0.857 5.725 2.029
H 1.026 8.177 1.780
*
```

The expectation value of S² is 0.769. For the orbital gap (alpha / beta), the calculation gives 4.4 / 4.3 eV.

***

Record 4
Entry from OMol25: C41H52BeN2OP2Sb as an isolated structure (wB97M-V/def2-TZVPD).

Geometry as ORCA input:
```
! wB97M-V def2-TZVPD RIJCOSX def2/J DEFGRID3
* xyz 1 1
Be -0.241 0.418 0.018
C 0.809 -1.202 2.708
P -0.444 0.019 2.192
C -1.991 -0.959 2.286
N -2.690 -1.012 3.390
C -3.813 -1.772 3.384
C -4.614 -1.845 4.548
C -5.733 -2.623 4.545
C -6.104 -3.359 3.391
C -5.352 -3.303 2.256
C -4.187 -2.501 2.231
N -3.448 -2.430 1.097
C -2.386 -1.666 1.109
P -1.394 -1.443 -0.424
C -0.304 -2.907 -0.450
C -2.531 -1.704 -1.868
C -3.744 -0.788 -1.713
C -1.721 -1.310 -3.110
C -2.987 -3.159 -2.014
C -0.419 1.301 3.524
C 0.957 1.980 3.393
C -0.555 0.747 4.947
C -1.558 2.279 3.254
H 0.618 -1.528 3.729
H 1.802 -0.758 2.642
H 0.778 -2.076 2.061
H -4.309 -1.278 5.417
H -6.350 -2.687 5.431
H -6.997 -3.969 3.419
H -5.616 -3.853 1.363
H -0.860 -3.803 -0.181
H 0.539 -2.780 0.224
H 0.097 -3.024 -1.456
H -3.457 0.257 -1.595
H -4.366 -1.081 -0.867
H -4.349 -0.855 -2.620
H -1.325 -0.300 -3.035
H -2.376 -1.340 -3.985
H -0.896 -2.000 -3.295
H -3.550 -3.499 -1.149
H -2.148 -3.835 -2.183
H -3.632 -3.224 -2.893
H 1.741 1.356 3.822
H 0.943 2.918 3.951
H 1.231 2.204 2.360
H 0.226 0.026 5.188
H -1.525 0.287 5.115
H -0.439 1.584 5.640
H -1.520 2.690 2.247
H -1.491 3.109 3.961
H -2.530 1.800 3.387
C 2.405 -0.522 -0.849
C 1.479 0.590 -0.396
O 1.962 1.705 -0.216
H 3.428 -0.161 -0.965
H 2.048 -0.933 -1.801
H 2.385 -1.346 -0.128
C 0.343 4.574 1.036
C 0.352 5.091 -0.370
C 0.950 6.313 -0.662
C 0.959 6.820 -1.951
C 0.362 6.105 -2.977
C -0.239 4.887 -2.702
C -0.248 4.373 -1.408
Sb -1.236 2.509 -1.069
C -1.782 2.171 -3.100
C -3.109 2.306 -3.491
C -3.479 2.120 -4.817
C -2.510 1.812 -5.758
C -1.183 1.682 -5.371
C -0.797 1.852 -4.046
C 0.642 1.669 -3.650
C -3.142 2.962 -0.233
C -3.687 1.929 0.526
C -4.940 2.034 1.109
C -5.660 3.205 0.938
C -5.126 4.242 0.187
C -3.871 4.147 -0.412
C -3.349 5.306 -1.217
H 0.995 5.158 1.683
H 0.698 3.541 1.035
H -0.662 4.607 1.463
H 1.413 6.874 0.140
H 1.430 7.774 -2.153
H 0.359 6.491 -3.987
H -0.712 4.346 -3.512
H -3.871 2.554 -2.759
H -4.516 2.224 -5.109
H -2.784 1.676 -6.796
H -0.429 1.443 -6.112
H 1.272 1.505 -4.523
H 0.758 0.801 -2.993
H 1.038 2.531 -3.107
H -3.123 1.012 0.669
H -5.344 1.214 1.691
H -6.640 3.315 1.385
H -5.695 5.155 0.059
H -4.123 6.059 -1.350
H -3.014 4.987 -2.206
H -2.495 5.779 -0.729
*
```

For the orbital gap, the calculation gives 7.0 eV.